93
Properties=species:S:1:pos:R:3:forces:R:3 method="wB97M-V/def2-TZVPD" spin_multiplicity=4 gap_ev="6.508 / 7.580" s2=3.766 e_homo_ev="-6.7236 / -7.7860" lumo_ev="-0.216 / -0.206"
Co -0.3194 -0.6583 0.0174 -0.384 -0.015 -0.266
P 1.0669 -2.3158 -1.0891 0.176 -0.178 -0.091
P -1.7037 1.2322 0.7945 -0.157 0.080 0.452
O 0.9062 -2.4546 -2.6765 0.004 -0.138 0.029
O 3.6614 2.7789 -1.6071 -0.031 0.122 -0.041
O 2.6121 -1.9172 -0.9766 -0.009 0.005 0.044
O 0.1812 0.4732 -1.7446 -0.137 -0.087 0.293
O 1.0662 -3.8999 -0.7033 0.041 -0.043 -0.100
N 1.3795 0.4588 0.5189 0.318 0.237 -0.311
N 1.8499 1.3493 -0.3950 -0.401 -0.310 0.059
N 0.2587 -1.2788 2.1368 0.052 0.063 -0.118
C -0.9223 1.6780 4.8135 0.016 -0.003 -0.042
C -3.1079 3.5973 -2.1728 0.013 0.012 0.028
C -3.4818 -3.7356 0.0791 0.049 0.038 0.006
C -0.0698 2.7816 2.4173 0.032 0.002 -0.028
C 0.5183 3.1743 3.6094 -0.005 -0.020 0.012
C -5.5975 -1.0962 1.5865 0.032 0.006 -0.006
C 2.1805 3.9425 -4.6919 -0.013 0.009 -0.018
C -5.5265 0.2200 1.9456 0.015 0.012 -0.010
C 1.5235 2.2308 -2.5973 -0.078 -0.065 0.057
C -3.2796 -1.0465 0.7803 0.156 0.107 -0.018
C 1.2464 -4.2647 0.6720 -0.055 0.038 0.023
C -4.3355 0.9396 1.7289 -0.040 0.052 0.045
C -4.4892 -1.7559 1.0025 -0.039 -0.063 0.001
C -2.5634 2.5595 -1.4334 0.035 0.008 -0.047
C -2.6100 3.9302 0.5412 -0.008 0.057 0.040
C -3.4038 4.8058 -1.5561 -0.002 -0.011 0.005
C -3.1493 4.9720 -0.2023 0.023 -0.023 0.003
C 0.0454 -2.3332 4.2625 -0.114 -0.040 -0.093
C -0.4042 -2.4753 -3.2776 0.035 0.122 0.022
C -2.1217 -1.6806 0.1962 -0.224 0.046 0.116
C 1.8721 -5.6376 0.7219 0.011 -0.044 0.004
C 0.0935 2.6222 4.8124 -0.008 0.003 -0.024
C 1.8543 -0.8278 3.8536 -0.052 -0.113 0.214
C 1.1238 1.2774 -1.5281 0.379 0.238 -0.112
C -2.3210 2.7142 -0.0684 0.049 -0.115 -0.082
C -4.5658 -3.1229 0.6293 -0.015 0.038 0.017
C 3.6504 -2.6238 -1.6856 -0.028 0.044 -0.026
C 2.7566 2.9037 -2.5958 0.032 0.078 0.077
C -1.1069 1.8460 2.4093 -0.048 -0.018 -0.038
C 0.6354 2.4463 -3.6520 0.036 -0.027 -0.062
C -0.3843 -2.0932 2.9642 -0.027 -0.025 0.036
C 1.9847 0.2939 1.6238 -0.164 -0.209 0.318
C 1.3538 -0.6438 2.5751 0.325 0.370 -0.261
C 1.1868 -1.6917 4.7099 0.150 0.118 -0.030
C -0.8670 -3.8916 -3.5293 0.010 -0.038 -0.026
C 3.0780 3.7462 -3.6622 -0.030 -0.027 0.006
C 0.9443 3.2990 -4.6924 0.029 -0.004 0.023
C 4.8011 -2.8590 -0.7372 0.041 -0.018 0.012
C -2.2766 -3.0131 -0.1172 0.016 -0.034 0.017
C -3.2424 0.3303 1.1724 0.049 -0.110 -0.168
C -1.5207 1.2932 3.6194 -0.007 -0.013 0.006
H 3.9461 -1.9967 -2.5266 0.009 -0.016 -0.014
H 1.2109 -6.3786 0.2725 0.002 0.009 -0.011
H 2.8164 -5.6469 0.1764 0.007 0.011 0.018
H -1.7974 -3.8752 -4.0994 -0.007 -0.006 0.014
H -1.4382 -3.5685 -0.5277 0.008 -0.009 -0.044
H 5.2124 -1.9126 -0.3862 -0.017 0.005 0.005
H -3.3721 5.9152 0.2799 0.000 0.004 0.000
H 4.0372 4.2463 -3.6463 0.001 -0.001 0.006
H -1.0426 -4.4300 -2.5990 0.014 0.012 0.025
H -0.5116 -3.0066 4.8986 -0.002 0.004 0.003
H -0.3065 1.9151 -3.6307 -0.008 -0.010 0.003
H 0.2698 -4.2570 1.1631 0.002 0.007 0.019
H -0.3011 -1.9278 -4.2131 0.008 0.027 0.007
H -6.5138 -1.6553 1.7397 0.006 -0.013 0.003
H 2.7375 -0.2875 4.1671 0.003 -0.018 0.012
H 1.5517 -1.8540 5.7160 -0.004 0.005 0.000
H -0.1168 -4.4369 -4.1030 -0.015 0.010 -0.021
H -1.1013 -1.9241 -2.6407 -0.033 -0.029 0.002
H 0.2395 3.4606 -5.4967 0.003 0.004 -0.004
H -6.3832 0.7157 2.3839 0.005 0.004 0.009
H -1.2760 -2.5614 2.5601 0.011 -0.009 0.011
H 1.8830 -3.5313 1.1777 0.013 0.010 -0.022
H -1.2541 1.2380 5.7456 -0.009 -0.001 0.000
H 5.5942 -3.4153 -1.2395 0.001 0.015 -0.002
H 1.3172 3.9049 3.5986 -0.004 0.008 -0.004
H 0.2914 3.1931 1.4799 -0.011 0.004 0.004
H -5.4919 -3.6625 0.7917 -0.005 0.011 -0.001
H 2.8989 0.8288 1.8688 -0.045 0.007 0.069
H 4.4729 -3.4353 0.1295 -0.003 -0.012 -0.012
H -3.2922 3.4666 -3.2314 -0.001 0.002 0.000
H -2.4125 4.0709 1.5973 -0.014 -0.017 -0.008
H -4.2903 1.9884 2.0026 -0.005 0.000 -0.018
H 0.5538 2.9283 5.7432 0.006 -0.004 0.001
H 2.4420 4.6120 -5.5023 0.002 -0.010 -0.005
H -3.5366 -4.7797 -0.2081 0.016 -0.002 0.003
H 3.2584 -3.5625 -2.0793 -0.012 -0.009 0.028
H -3.8279 5.6185 -2.1315 0.011 0.006 0.000
H -2.3118 0.5535 3.6296 -0.010 0.011 -0.002
H 2.0651 -5.9268 1.7562 -0.013 -0.002 -0.001
H -2.3120 1.6203 -1.9148 0.002 0.004 0.008
H 3.2162 2.2835 -0.8764 0.041 -0.128 -0.027